#w
C2H10NO3 | wB97M-V/def2-TZVPD

Summary:
* spin multiplicity: 2
* total charge: 0
* ⟨S²⟩: 0.753
* molar mass: 96.11 g mol⁻¹

Each line ends with the Löwdin spin population.
Cartesian coordinates (Å):
C1 1.07 -0.51 0.75  0.0004
O1 -0.21 -0.02 1.24  -0.0009
C2 0.95 -1.22 -0.59  0.0015
N1 0.37 -2.55 -0.35  0.0005
H1 1.67 0.41 0.67  0.0005
H2 1.48 -1.17 1.52  0.0002
H3 0.47 -0.57 -1.35  0.0010
H4 1.95 -1.29 -1.08  0.0001
H5 -0.65 -2.50 -0.43  0.0001
H6 0.48 -2.71 0.64  0.0000
H7 -1.63 2.37 -0.10  -0.0011
H8 -2.31 2.29 1.22  0.0000
O2 -2.51 2.43 0.29  0.0010
H9 -0.46 2.66 -1.70  0.0220
H10 -0.56 0.48 0.50  -0.0007
O3 -0.10 1.90 -1.22  0.9754

---

#x
C2H10NO3 | wB97M-V/def2-TZVPD

Summary:
* spin multiplicity: 2
* total charge: 0
* ⟨S²⟩: 0.755
* molar mass: 96.11 g mol⁻¹

Each line ends with the Löwdin spin population.
Cartesian coordinates (Å):
C1 -1.45 -0.08 -0.05  0.1023
O1 -0.35 -0.86 -0.14  0.7013
C2 -1.15 1.47 0.09  0.0775
N1 0.23 1.89 0.11  0.0191
H1 -2.11 -0.22 -0.91  -0.0020
H2 -1.95 -0.34 0.90  0.0523
H3 -1.62 1.99 -0.74  0.0090
H4 -1.58 1.86 1.01  0.0003
H5 0.70 1.56 0.94  0.0014
H6 0.78 1.45 -0.63  0.0030
H7 0.54 -2.18 2.20  0.0001
H8 0.56 -0.94 1.36  -0.0009
O2 1.07 -1.38 2.07  0.0019
H9 2.05 -0.58 -1.66  -0.0002
H10 0.54 -0.83 -1.58  0.0016
O3 1.26 -0.62 -2.21  0.0332

---

Most stable pick: #x. Distance to second place: 16.1 kcal/mol.

---

#w
C3H4O2S | wB97M-V/def2-TZVPD

Summary:
* total charge: 0
* SMILES: O=C[C@]1(S)CO1
* molar mass: 104.13 g mol⁻¹

Each line ends with the natural charge from an NBO analysis.
Cartesian coordinates (Å):
C1 0.56 0.25 -1.27  0.4168
C2 0.04 -1.02 0.95  -0.0789
C3 -0.36 -0.01 -0.12  0.0269
O1 0.93 1.34 -1.60  -0.4900
O2 -0.97 -1.20 0.05  -0.4519
S1 -1.43 1.47 0.34  -0.0796
H1 0.99 -0.82 -1.70  0.1066
H2 0.94 -1.56 1.01  0.1907
H3 -0.40 -0.82 1.90  0.1907
H4 -0.30 2.38 0.45  0.1686

---

#x
C3H4O2S | wB97M-V/def2-TZVPD

Summary:
* total charge: 0
* SMILES: O=C1OCCS1
* molar mass: 104.13 g mol⁻¹

Each line ends with the natural charge from an NBO analysis.
Cartesian coordinates (Å):
C1 0.42 0.43 0.74  0.6414
C2 -0.91 -0.51 -1.14  -0.5815
C3 -0.99 -1.25 0.16  -0.0852
H1 -1.79 0.08 -1.37  0.2240
H2 -0.86 -1.19 -2.00  0.2372
H3 -0.35 -2.14 0.16  0.1882
H4 -2.00 -1.59 0.45  0.2103
O1 1.08 1.12 1.49  -0.5563
O2 -0.55 -0.38 1.19  -0.4803
S1 0.60 0.43 -1.08  0.2022

---

Most stable pick: #x. Distance to second place: 62.7 kcal/mol.

---

#w
C42H57Ge2N2NiO2SSi | wB97M-V/def2-TZVPD

Summary:
* spin multiplicity: 4
* total charge: 0
* ⟨S²⟩: 3.759
* molar mass: 886.00 g mol⁻¹

Each line ends with the Löwdin spin population.
Cartesian coordinates (Å):
Ni1 0.07 -0.08 -0.46  1.7457
O1 0.26 -2.36 -0.47  0.0614
S1 -1.10 -2.53 -1.00  0.0178
O2 -1.27 -3.11 -2.30  0.0075
N1 -1.64 -1.04 -0.88  0.0814
C1 -2.57 -0.40 -1.69  0.0038
C2 -3.58 -0.95 -2.42  0.0105
C3 -4.50 -0.12 -3.11  -0.0006
C4 -4.42 1.24 -3.06  0.0074
C5 -3.37 1.84 -2.31  0.0011
C6 -3.24 3.24 -2.15  0.0057
C7 -2.23 3.74 -1.38  0.0005
C8 -1.31 2.85 -0.81  0.0128
N2 -1.37 1.55 -0.96  0.0622
C9 -2.43 1.02 -1.66  0.0052
C10 -1.94 -3.54 0.16  0.0021
C11 -3.14 -4.12 -0.22  0.0011
C12 -3.84 -4.88 0.71  0.0000
C13 -3.32 -5.06 1.99  0.0008
C14 -2.11 -4.48 2.35  -0.0001
C15 -1.41 -3.71 1.43  0.0010
H1 -3.68 -2.02 -2.48  0.0006
H2 -5.29 -0.58 -3.69  -0.0002
H3 -5.14 1.87 -3.56  0.0005
H4 -3.95 3.90 -2.64  0.0003
H5 -2.11 4.80 -1.23  0.0001
H6 -0.49 3.23 -0.21  0.0007
H7 -3.52 -4.00 -1.22  0.0000
H8 -4.78 -5.34 0.43  0.0000
H9 -3.87 -5.66 2.71  0.0001
H10 -1.71 -4.62 3.34  0.0000
H11 -0.46 -3.25 1.70  0.0000
C16 -3.01 0.75 4.33  0.0158
Ge1 -2.69 0.46 2.42  0.0330
C17 -3.76 -1.10 1.93  0.0016
C18 -3.57 1.95 1.50  0.0010
Ge2 -0.30 0.26 1.93  0.2179
C19 0.49 1.90 2.70  0.0418
C20 1.86 1.98 2.95  0.0118
C21 2.44 3.11 3.51  -0.0011
C22 1.65 4.21 3.83  0.0110
C23 0.28 4.16 3.59  0.0001
C24 -0.29 3.01 3.03  0.0141
C25 0.39 -1.17 3.09  0.0408
C26 1.72 -1.59 2.99  0.0087
C27 2.23 -2.59 3.81  -0.0007
C28 1.40 -3.21 4.74  0.0057
C29 0.07 -2.82 4.85  0.0010
C30 -0.42 -1.81 4.02  0.0121
H12 -4.00 1.21 4.44  0.0021
H13 -2.27 1.42 4.79  0.0001
H14 -3.01 -0.19 4.88  0.0002
H15 -4.81 -0.85 2.11  0.0005
H16 -3.50 -1.98 2.52  0.0000
H17 -3.63 -1.34 0.87  0.0000
H18 -4.57 2.05 1.92  0.0005
H19 -3.67 1.74 0.44  -0.0001
H20 -3.05 2.90 1.62  0.0001
H21 2.50 1.13 2.73  0.0008
H22 3.50 3.14 3.70  -0.0003
H23 2.09 5.10 4.26  0.0008
H24 -0.35 5.00 3.84  -0.0002
H25 -1.36 3.00 2.87  0.0011
H26 2.38 -1.14 2.26  0.0019
H27 3.26 -2.90 3.71  -0.0002
H28 1.79 -3.99 5.38  0.0004
H29 -0.58 -3.30 5.57  0.0000
H30 -1.47 -1.54 4.11  0.0015
C31 2.54 0.07 -4.73  0.0137
C32 1.66 -0.49 -3.60  0.0467
C33 0.18 -0.23 -3.96  0.0112
C34 1.84 -2.02 -3.59  0.0014
Si1 2.07 0.27 -1.88  0.2889
C35 3.58 -0.59 -1.05  0.0475
C36 3.24 -1.97 -0.48  0.0059
C37 4.76 -0.75 -2.03  0.0148
C38 4.07 0.23 0.16  0.0049
C39 2.34 2.17 -2.00  0.0447
C40 2.14 2.82 -0.62  0.0154
C41 3.72 2.60 -2.52  0.0132
C42 1.31 2.80 -2.96  0.0020
H31 2.29 -0.46 -5.66  0.0036
H32 3.61 -0.09 -4.55  0.0003
H33 2.38 1.13 -4.91  0.0003
H34 -0.04 -0.71 -4.93  0.0000
H35 -0.06 0.83 -4.06  0.0004
H36 -0.50 -0.67 -3.23  0.0043
H37 1.53 -2.41 -4.57  0.0003
H38 1.22 -2.51 -2.84  0.0006
H39 2.87 -2.31 -3.44  0.0000
H40 2.84 -2.66 -1.22  0.0002
H41 2.51 -1.92 0.33  0.0027
H42 4.16 -2.41 -0.07  -0.0001
H43 4.56 -1.51 -2.79  0.0002
H44 5.63 -1.09 -1.46  0.0039
H45 5.04 0.17 -2.54  0.0004
H46 3.25 0.49 0.83  0.0042
H47 4.57 1.15 -0.12  0.0001
H48 4.78 -0.37 0.73  -0.0001
H49 2.98 2.65 0.05  0.0001
H50 1.25 2.45 -0.10  0.0098
H51 2.03 3.91 -0.73  0.0003
H52 4.53 2.30 -1.86  0.0003
H53 3.75 3.69 -2.59  0.0034
H54 3.94 2.21 -3.52  0.0002
H55 0.29 2.47 -2.77  0.0012
H56 1.53 2.58 -4.00  0.0000
H57 1.33 3.89 -2.85  0.0000

---

#x
C42H57Ge2N2NiO2SSi | wB97M-V/def2-TZVPD

Summary:
* spin multiplicity: 4
* total charge: 0
* ⟨S²⟩: 3.760
* molar mass: 886.00 g mol⁻¹

Each line ends with the Löwdin spin population.
Cartesian coordinates (Å):
Ni1 0.40 -0.40 0.32  1.7404
O1 0.72 -2.88 0.20  0.0439
S1 -0.63 -3.00 -0.33  0.0155
O2 -0.83 -3.59 -1.63  0.0073
N1 -1.14 -1.49 -0.23  0.0807
C1 -2.14 -0.89 -0.96  0.0031
C2 -3.16 -1.49 -1.67  0.0125
C3 -4.14 -0.70 -2.31  -0.0008
C4 -4.13 0.66 -2.24  0.0091
C5 -3.09 1.31 -1.53  0.0008
C6 -3.01 2.71 -1.38  0.0077
C7 -1.99 3.26 -0.66  0.0003
C8 -1.01 2.41 -0.11  0.0162
N2 -1.04 1.10 -0.25  0.0615
C9 -2.09 0.54 -0.92  0.0042
C10 -1.55 -3.97 0.83  0.0017
C11 -2.75 -4.55 0.44  0.0006
C12 -3.48 -5.27 1.36  0.0000
C13 -3.00 -5.43 2.66  0.0004
C14 -1.79 -4.87 3.03  0.0000
C15 -1.06 -4.13 2.11  0.0006
H1 -3.20 -2.56 -1.76  0.0007
H2 -4.92 -1.20 -2.86  -0.0002
H3 -4.89 1.26 -2.72  0.0005
H4 -3.77 3.34 -1.84  0.0004
H5 -1.90 4.33 -0.51  0.0000
H6 -0.18 2.83 0.44  0.0010
H7 -3.09 -4.45 -0.58  0.0000
H8 -4.42 -5.73 1.07  0.0000
H9 -3.57 -6.01 3.37  0.0000
H10 -1.41 -5.00 4.03  0.0000
H11 -0.11 -3.69 2.39  0.0000
C16 -2.55 0.74 5.16  0.0159
Ge1 -2.37 0.21 3.27  0.0310
C17 -3.35 -1.45 2.94  0.0009
C18 -3.31 1.59 2.24  0.0001
Ge2 0.01 -0.06 2.77  0.2048
C19 0.95 1.55 3.38  0.0383
C20 2.25 1.48 3.88  0.0148
C21 2.96 2.63 4.19  -0.0013
C22 2.38 3.88 4.02  0.0150
C23 1.08 3.97 3.54  -0.0010
C24 0.38 2.82 3.23  0.0147
C25 0.68 -1.57 3.84  0.0388
C26 1.96 -2.09 3.60  0.0097
C27 2.43 -3.20 4.29  -0.0007
C28 1.62 -3.82 5.24  0.0059
C29 0.36 -3.31 5.50  0.0009
C30 -0.11 -2.21 4.80  0.0114
H12 -3.54 1.15 5.33  0.0022
H13 -1.81 1.51 5.41  0.0002
H14 -2.40 -0.10 5.84  0.0001
H15 -4.41 -1.30 3.17  0.0004
H16 -2.98 -2.28 3.54  0.0000
H17 -3.27 -1.74 1.89  -0.0002
H18 -4.31 1.68 2.67  0.0003
H19 -3.42 1.30 1.19  -0.0001
H20 -2.83 2.57 2.29  0.0001
H21 2.72 0.52 4.03  0.0006
H22 3.97 2.56 4.58  -0.0004
H23 2.93 4.78 4.26  0.0010
H24 0.61 4.94 3.42  -0.0003
H25 -0.64 2.91 2.86  0.0006
H26 2.60 -1.63 2.86  0.0024
H27 3.42 -3.59 4.08  -0.0002
H28 1.98 -4.69 5.78  0.0004
H29 -0.28 -3.78 6.24  0.0000
H30 -1.10 -1.84 5.01  0.0014
C31 3.06 -0.15 -3.97  0.0150
C32 2.14 -0.76 -2.90  0.0489
C33 0.68 -0.49 -3.29  0.0102
C34 2.33 -2.28 -2.93  0.0017
Si1 2.53 -0.03 -1.16  0.3102
C35 4.03 -0.90 -0.30  0.0495
C36 3.71 -2.34 0.12  0.0064
C37 5.25 -0.94 -1.23  0.0156
C38 4.42 -0.14 0.98  0.0057
C39 2.75 1.89 -1.18  0.0480
C40 2.56 2.47 0.23  0.0165
C41 4.14 2.33 -1.68  0.0143
C42 1.72 2.54 -2.11  0.0021
H31 2.85 -0.63 -4.93  0.0039
H32 4.12 -0.31 -3.74  0.0003
H33 2.91 0.92 -4.10  0.0004
H34 0.50 -0.87 -4.30  0.0000
H35 0.42 0.57 -3.28  0.0006
H36 -0.02 -1.01 -2.63  0.0032
H37 2.00 -2.65 -3.91  0.0002
H38 1.75 -2.80 -2.17  0.0008
H39 3.38 -2.56 -2.82  0.0000
H40 3.43 -2.98 -0.72  0.0002
H41 2.89 -2.40 0.83  0.0031
H42 4.60 -2.77 0.58  -0.0002
H43 5.08 -1.59 -2.09  0.0003
H44 6.10 -1.36 -0.68  0.0041
H45 5.54 0.04 -1.60  0.0004
H46 3.56 0.04 1.63  0.0047
H47 4.89 0.82 0.76  0.0001
H48 5.14 -0.74 1.54  -0.0001
H49 3.42 2.29 0.87  0.0001
H50 1.70 2.05 0.75  0.0114
H51 2.42 3.55 0.17  0.0003
H52 4.94 2.01 -1.01  0.0003
H53 4.17 3.42 -1.73  0.0038
H54 4.37 1.95 -2.68  0.0004
H55 0.70 2.23 -1.89  0.0014
H56 1.91 2.32 -3.16  0.0000
H57 1.77 3.63 -1.99  0.0000

---

Most stable pick: #x. Distance to second place: 7.3 kcal/mol.

---

#w
C2H31O16 | wB97M-V/def2-TZVPD

Summary:
* total charge: -1
* molar mass: 311.25 g mol⁻¹

Each line ends with the natural charge from an NBO analysis.
Cartesian coordinates (Å):
C1 -0.42 0.17 -0.44  -0.7549
C2 0.78 -0.37 0.22  0.7794
O1 1.36 -1.36 -0.28  -0.7787
O2 1.17 0.25 1.27  -0.8602
H1 -1.29 -0.40 -0.10  0.2252
H2 -0.31 0.03 -1.51  0.2227
H3 -0.62 1.22 -0.26  0.2284
O3 2.63 0.12 3.82  -0.9704
H4 2.32 0.75 4.48  0.4617
H5 2.09 0.32 3.03  0.5101
O4 1.33 1.87 -2.41  -1.0151
H6 1.53 2.21 -1.51  0.5130
H7 2.00 2.29 -2.98  0.4800
O5 3.66 0.08 -1.24  -0.9682
H8 3.20 -0.32 -0.49  0.4934
H9 2.98 0.19 -1.91  0.4689
O6 0.09 -0.09 -4.33  -0.9796
H10 -0.07 -0.79 -3.66  0.4882
H11 0.56 0.60 -3.85  0.4809
O7 -1.87 -2.42 3.09  -0.9621
H12 -2.73 -2.49 3.52  0.4698
H13 -1.77 -1.47 2.92  0.4999
O8 -0.68 -4.20 1.32  -0.9747
H14 -1.14 -3.48 1.80  0.4923
H15 0.11 -3.79 0.97  0.4656
O9 -1.12 3.29 0.46  -1.0039
H16 -1.83 2.69 0.76  0.4925
H17 -1.17 3.26 -0.51  0.4977
O10 -1.17 3.22 -2.51  -0.9824
H18 -0.32 2.78 -2.70  0.5018
H19 -1.84 2.60 -2.83  0.4772
O11 -3.12 1.47 1.30  -0.9700
H20 -3.64 0.70 1.02  0.4797
H21 -2.25 1.09 1.53  0.4964
O12 2.30 -2.62 2.98  -0.9742
H22 1.92 -2.37 2.12  0.4735
H23 2.46 -1.77 3.42  0.4882
O13 -0.16 -2.47 -2.36  -1.0179
H24 0.45 -2.12 -1.66  0.5206
H25 0.14 -3.38 -2.52  0.4820
O14 1.77 2.95 0.00  -0.9717
H26 0.95 3.37 0.31  0.5045
H27 1.68 2.02 0.27  0.4999
O15 -2.83 -1.84 -3.24  -0.9723
H28 -2.65 -1.65 -4.17  0.4622
H29 -1.94 -1.91 -2.83  0.4982
O16 -1.18 0.43 3.12  -0.9986
H30 -1.02 0.92 3.93  0.4835
H31 -0.32 0.44 2.64  0.5177

---

#x
C2H31O16 | wB97M-V/def2-TZVPD

Summary:
* total charge: -1
* molar mass: 311.25 g mol⁻¹

Each line ends with the natural charge from an NBO analysis.
Cartesian coordinates (Å):
C1 0.60 -0.54 0.09  -0.7454
C2 -0.57 0.40 -0.18  0.7734
O1 -1.63 0.16 -0.79  -0.8389
O2 -0.50 1.58 0.17  -0.8006
H1 0.17 -1.41 0.57  0.2327
H2 1.37 -0.09 0.73  0.2330
H3 1.21 -0.81 -0.78  0.2104
O3 4.50 -0.17 1.10  -0.9615
H4 5.41 -0.48 1.15  0.4700
H5 3.98 -0.95 1.30  0.5002
O4 -4.28 1.29 -1.04  -0.9717
H6 -4.71 0.55 -0.61  0.4634
H7 -3.34 1.12 -0.91  0.4954
O5 -0.55 -2.72 -2.55  -0.9831
H8 0.40 -2.59 -2.57  0.4506
H9 -0.90 -2.04 -3.13  0.4997
O6 -0.18 1.04 3.18  -0.9778
H10 0.30 0.24 3.38  0.4661
H11 -0.01 1.20 2.25  0.4710
O7 -2.93 1.06 1.99  -0.9415
H12 -2.89 1.99 1.78  0.4713
H13 -2.66 0.62 1.19  0.4669
O8 1.18 3.59 -0.59  -0.9675
H14 1.36 3.13 -1.41  0.4410
H15 0.65 2.98 -0.08  0.5108
O9 1.17 -1.01 3.70  -0.9269
H16 0.94 -1.84 4.12  0.4727
H17 1.80 -1.26 3.02  0.4857
O10 0.12 2.17 -3.13  -0.9423
H18 0.12 1.78 -2.25  0.4855
H19 1.01 2.04 -3.45  0.4577
O11 -0.16 -4.28 0.24  -0.9626
H20 0.23 -4.96 -0.30  0.4567
H21 -0.58 -3.68 -0.38  0.5057
O12 -2.97 -2.25 0.15  -0.9711
H22 -3.55 -2.36 -0.60  0.4586
H23 -2.36 -1.56 -0.11  0.4955
O13 2.93 -2.45 1.64  -0.9657
H24 2.48 -2.93 0.94  0.5025
H25 2.81 -2.99 2.42  0.4824
O14 3.42 2.20 1.16  -0.9700
H26 3.90 1.41 0.93  0.4759
H27 3.14 2.57 0.32  0.4694
O15 -1.41 -0.64 -3.76  -0.9569
H28 -1.24 -0.27 -4.62  0.4757
H29 -1.79 0.07 -3.25  0.5163
O16 -2.00 3.93 -0.02  -0.9614
H30 -2.12 4.20 -0.93  0.4581
H31 -1.87 2.98 -0.07  0.4906

---

Most stable pick: #w. Distance to second place: 56.3 kcal/mol.